# 1
Molecular formula: C6H5N3O2
Method: DFT, wB97M-V/def2-TZVPD

Calculated values
Orbital gap, eV: 9.0
E_LUMO, eV: -0.65
ΔE to the lowest compared entry with this formula, charge and spin, kJ/mol: 562.6
Strongest force on any atom, eV Å⁻¹: 4.13
HOMO level, eV: -9.676

ORCA input file:
```
! wB97M-V def2-TZVPD RIJCOSX def2/J DEFGRID3
* xyz 0 1
C -1.27 -0.83 2.18
C 1.17 -1.04 -0.19
C 0.75 -0.94 1.07
C 0.64 -0.02 -1.21
C -1.14 0.84 0.08
C -0.26 0.04 1.61
N -1.96 -1.69 2.55
N -0.35 0.70 -0.96
N 0.35 1.09 2.38
O -0.09 1.36 3.51
O 1.27 1.68 1.89
H 1.88 -1.77 -0.47
H 1.17 -1.69 1.78
H 1.01 -0.09 -2.27
H -2.16 0.47 -0.21
H -1.15 1.86 0.41
*
```


# 2
Molecular formula: C6H5N3OS
Method: DFT, wB97M-V/def2-TZVPD

Calculated values
Orbital gap, eV: 8.8
E_LUMO, eV: 0.24
ΔE to the lowest compared entry with this formula, charge and spin, kJ/mol: 174.1
Strongest force on any atom, eV Å⁻¹: 6.48
Structure (SMILES): N=C=Nc1nccs1.C=C=O
HOMO level, eV: -8.582

ORCA input file:
```
! wB97M-V def2-TZVPD RIJCOSX def2/J DEFGRID3
* xyz 0 1
N 0.96 1.89 -3.26
C 1.12 1.41 -2.19
N 0.89 0.76 -1.16
C 1.20 -0.12 -0.21
N 0.54 -0.32 0.87
C 1.00 -1.41 1.57
C 2.07 -2.06 1.01
S 2.60 -1.21 -0.42
H 1.63 2.49 -3.77
H 0.39 -1.73 2.43
H 2.64 -2.94 1.03
C -3.19 0.17 0.83
C -2.64 1.35 0.67
O -2.21 2.43 0.51
H -4.21 -0.07 0.66
H -2.80 -0.65 1.42
*
```


# 3
Molecular formula: C6H5N5
Method: DFT, wB97M-V/def2-TZVPD

Calculated values
Orbital gap (spin up / spin down), eV: 5.5 / 6.9
E_LUMO (spin up / spin down), eV: -12.25 / -10.36
Strongest force on any atom, eV Å⁻¹: 5.38
HOMO level (spin up / spin down), eV: -17.746 / -17.211

ORCA input file:
```
! wB97M-V def2-TZVPD RIJCOSX def2/J DEFGRID3
* xyz 2 1
C 1.86 2.05 -0.28
C -3.73 -0.07 0.23
C -0.61 1.35 -0.06
C 0.13 -0.95 -0.11
C 2.28 0.90 0.23
C -0.01 0.27 0.46
N -0.38 2.52 -0.45
N 0.94 2.76 -0.53
N -2.57 -0.29 0.00
N 0.35 -1.92 -0.67
N -4.89 0.32 0.36
H 2.79 0.22 -0.65
H 2.81 0.88 1.13
H -0.01 0.41 1.58
H 0.55 -2.87 -1.06
H -5.77 0.00 0.99
*
```


# 4
Molecular formula: C6H5NO
Method: DFT, wB97M-V/def2-TZVPD

Calculated values
Orbital gap, eV: 8.1
E_LUMO, eV: -0.81
ΔE to the lowest compared entry with this formula, charge and spin, kJ/mol: 104.7
Strongest force on any atom, eV Å⁻¹: 5.77
Structure (SMILES): N#CC1=CC=C[C@@H]1O
HOMO level, eV: -8.936

ORCA input file:
```
! wB97M-V def2-TZVPD RIJCOSX def2/J DEFGRID3
* xyz 0 1
N 2.73 1.06 -0.17
C 1.59 0.87 -0.39
C 0.25 0.51 -0.29
C -0.84 1.33 -0.10
C -1.95 0.49 -0.13
C -1.62 -0.87 -0.18
C -0.11 -1.05 -0.15
O 0.35 -1.70 1.00
H -0.81 2.40 0.09
H -3.03 0.64 -0.17
H -2.28 -1.70 -0.08
H 0.28 -1.60 -0.98
H -0.06 -1.25 1.73
*
```